No. 1
{
  "formula": "C13H37ClNO5S5",
  "method": "the ωB97M-V functional and the def2-TZVPD basis",
  "total_charge": -1,
  "mol_weight_g_mol": 483.229,
  "multiplicity": 1,
  "symbols": ["C", "C", "Cl", "C", "N", "H", "H", "H", "H", "H", "H", "H", "C", "S", "O", "C", "H", "H", "H", "H", "H", "H", "C", "S", "O", "C", "H", "H", "H", "H", "H", "H", "C", "S", "O", "C", "H", "H", "H", "H", "H", "H", "C", "S", "O", "C", "H", "H", "H", "H", "H", "H", "C", "S", "O", "C", "H", "H", "H", "H", "H", "H"],
  "positions_angstrom": [[-0.8248, -1.9341, -1.0171], [-0.9331, -1.8473, 0.4924], [-0.0600, -3.2932, 1.2108], [-0.3821, -0.5385, 1.0704], [0.7782, -0.0939, 0.3483], [-1.4337, -2.7626, -1.3932], [-1.1890, -0.9988, -1.4379], [0.2007, -2.0981, -1.3332], [-1.9736, -1.9732, 0.7895], [-0.1905, -0.7294, 2.1456], [-1.2490, 0.1574, 1.0449], [1.0555, 0.7859, 0.7826], [0.4362, 1.3933, -2.7883], [1.4921, 2.4030, -1.7752], [0.5999, 3.2417, -0.9194], [2.0511, 3.5202, -3.0769], [-0.0147, 0.6630, -2.1144], [-0.3164, 2.0462, -3.2369], [1.0252, 0.8822, -3.5503], [1.1914, 4.0246, -3.5208], [2.5945, 2.9492, -3.8307], [2.7139, 4.2494, -2.6153], [-1.2206, 5.0672, 1.9744], [0.5322, 5.0419, 2.3522], [0.6887, 4.2406, 3.5901], [0.6619, 6.7629, 2.8753], [-1.4826, 4.0559, 1.6677], [-1.7772, 5.3537, 2.8671], [-1.4032, 5.7618, 1.1539], [-0.0051, 6.9359, 3.7204], [0.4101, 7.4189, 2.0411], [1.6943, 6.9274, 3.1759], [-4.8587, 2.4383, -2.2744], [-3.0838, 2.1660, -2.1358], [-2.9186, 1.1978, -1.0309], [-2.6430, 3.7780, -1.4870], [-5.2976, 1.5071, -2.6258], [-5.2566, 2.6916, -1.2917], [-5.0557, 3.2361, -2.9918], [-3.1959, 3.9499, -0.5623], [-2.8719, 4.5442, -2.2296], [-1.5680, 3.7435, -1.2881], [-1.5387, -7.1512, 3.7665], [-0.6828, -7.7100, 2.2902], [-0.3231, -9.1377, 2.5186], [0.7989, -6.7462, 2.5682], [-2.4899, -7.6772, 3.8108], [-0.9351, -7.3927, 4.6413], [-1.7090, -6.0771, 3.6924], [1.2352, -7.0286, 3.5266], [0.5415, -5.6877, 2.5526], [1.4946, -6.9667, 1.7619], [3.0012, -2.0552, -0.3008], [3.5963, -1.6608, -1.9271], [2.4497, -1.8093, -2.8719], [4.6148, -3.1292, -2.1753], [2.2405, -1.2884, 0.0200], [2.4975, -3.0239, -0.3481], [3.8518, -2.0881, 0.3846], [3.9818, -4.0123, -2.0842], [5.4082, -3.1441, -1.4276], [5.0463, -3.0796, -3.1742]]
}

No. 2
{
  "formula": "C3H8BrO3P",
  "method": "the ωB97M-V functional and the def2-TZVPD basis",
  "mol_weight_g_mol": 202.972,
  "multiplicity": 1,
  "e_above_lowest_kcal_mol": 5.9,
  "symbols": ["C", "C", "O", "O", "H", "H", "H", "H", "C", "P", "O", "Br", "H", "H", "H", "H"],
  "positions_angstrom": [[1.4523, -1.2968, 2.4777], [1.4466, -0.8993, 1.2137], [1.5754, -1.7265, 0.1333], [1.3045, 0.3864, 0.8260], [1.3602, -0.5822, 3.2702], [1.5539, -2.3323, 2.7390], [1.7154, -2.6337, 0.4178], [1.4769, 0.4238, -0.1281], [-1.5912, 0.3069, -2.0939], [-0.7103, 1.6803, -1.2240], [-1.4354, 1.4510, 0.2137], [-1.9444, 3.3590, -2.0348], [-1.4345, 0.3923, -3.1679], [-2.6551, 0.3527, -1.8624], [-1.1839, -0.6413, -1.7477], [-0.9305, 1.7598, 0.9672]]
}

No. 3
{
  "formula": "C9H20N2O2S2",
  "method": "the ωB97M-V functional and the def2-TZVPD basis",
  "mol_weight_g_mol": 252.405,
  "multiplicity": 1,
  "symbols": ["O", "C", "C", "N", "C", "C", "O", "C", "C", "N", "C", "C", "S", "C", "S", "H", "H", "H", "H", "H", "H", "H", "H", "H", "H", "H", "H", "H", "H", "H", "H", "H", "H", "H", "H"],
  "positions_angstrom": [[3.1988, -1.6341, -1.0768], [2.9132, -1.2738, 0.2884], [1.7446, -0.2670, 0.2585], [0.6344, -0.8809, -0.5666], [-0.1250, -2.0609, 0.0053], [-0.1889, -3.2058, -1.0146], [1.0982, -3.7976, -1.1277], [-0.0743, 0.0277, -1.4951], [-1.3872, 0.6191, -0.9115], [-1.1954, 1.3714, 0.3521], [-0.4090, 2.6220, 0.3378], [-0.2122, 3.0366, 1.8051], [-1.7905, 2.5748, 2.6230], [-2.3163, 1.4579, 1.2518], [-3.7437, 2.2166, 0.4183], [2.3560, -1.4474, -1.5615], [3.8001, -0.8267, 0.7425], [2.6467, -2.1335, 0.9317], [2.1282, 0.6390, -0.2270], [1.4281, -0.0305, 1.2784], [-1.0592, -1.7733, 0.4258], [0.3690, -2.5059, 0.8396], [-0.4779, -2.8552, -1.9786], [-0.8816, -3.9714, -0.6825], [1.7547, -3.1050, -1.1275], [0.6089, 0.8274, -1.8460], [-0.3283, -0.5851, -2.3717], [-2.0883, -0.2195, -0.7298], [-1.8519, 1.2719, -1.6752], [-0.9652, 3.4093, -0.1909], [0.5342, 2.4829, -0.1519], [0.0157, 4.1041, 1.8857], [0.6065, 2.4575, 2.2779], [-2.5695, 0.4551, 1.6293], [-4.1733, 3.0002, 1.3838]]
}

No. 4
{
  "formula": "CH2O2S2",
  "method": "the ωB97M-V functional and the def2-TZVPD basis",
  "mol_weight_g_mol": 110.159,
  "multiplicity": 1,
  "e_above_lowest_kcal_mol": 89.3,
  "symbols": ["O", "O", "C", "S", "S", "H", "H"],
  "positions_angstrom": [[-0.4722, -1.4548, -1.5596], [-0.2195, -1.1442, -0.2497], [0.1905, 0.4370, 0.2539], [0.1272, 1.6465, -0.7749], [0.5579, 0.0104, 1.8881], [-1.1132, -0.8224, -1.9721], [0.9293, 1.3276, 2.4142]]
}

No. 5
{
  "formula": "C2H3NOS",
  "method": "the ωB97M-V functional and the def2-TZVPD basis",
  "mol_weight_g_mol": 89.119,
  "multiplicity": 1,
  "e_above_lowest_kcal_mol": 101.8,
  "symbols": ["C", "C", "N", "O", "S", "H", "H", "H"],
  "positions_angstrom": [[1.0748, 0.8265, 0.2774], [-1.0935, -0.8269, -0.1707], [-0.1292, 1.2809, 0.0692], [-0.9819, 0.4195, -0.6450], [1.7352, -0.6670, -0.1724], [1.6795, 1.4718, 0.6853], [-0.8339, -1.0724, 0.9527], [-1.4510, -1.4324, -0.9965]]
}

No. 6
{
  "formula": "C2H6NO2S",
  "method": "the ωB97M-V functional and the def2-TZVPD basis",
  "total_charge": 1,
  "mol_weight_g_mol": 108.142,
  "multiplicity": 1,
  "e_above_lowest_kcal_mol": 7.9,
  "symbols": ["N", "C", "C", "O", "O", "S", "H", "H", "H", "H", "H", "H"],
  "positions_angstrom": [[1.4748, 0.0223, 0.2024], [0.2979, 0.8103, -0.2180], [-1.0428, -0.1802, -0.0333], [-0.7165, -1.3826, -0.5463], [-1.7089, -0.0618, 1.1380], [-2.6290, 0.5960, -0.1705], [2.3497, 0.5364, 0.0397], [1.4797, -0.8616, -0.3337], [1.4079, -0.2103, 1.2036], [0.1484, 1.6866, 0.4070], [0.3638, 1.0765, -1.2699], [-1.4250, -2.0317, -0.4189]]
}

No. 7
{
  "formula": "C2H16NO4",
  "method": "the ωB97M-V functional and the def2-TZVPD basis",
  "total_charge": 1,
  "mol_weight_g_mol": 118.153,
  "multiplicity": 1,
  "e_above_lowest_kcal_mol": 9.8,
  "symbols": ["C", "N", "C", "H", "H", "H", "H", "H", "H", "H", "H", "H", "H", "O", "H", "H", "O", "H", "H", "O", "H", "H", "O"],
  "positions_angstrom": [[1.2912, 1.2856, 1.7078], [0.3475, 0.3506, 1.0786], [0.5264, -1.0535, 1.5045], [1.1725, 2.3294, 1.4489], [1.1665, 1.1275, 2.7735], [2.2834, 0.9581, 1.4903], [0.5492, 0.4093, 0.0785], [-0.6547, 0.5978, 1.1700], [1.5065, -1.4566, 1.2347], [-0.2143, -1.6975, 1.0220], [0.3036, -1.1155, 2.5754], [-1.1925, -0.7385, -1.0476], [-2.3889, -1.6642, -1.4199], [-1.8183, -1.3917, -0.6839], [-2.7230, 1.0555, 2.1301], [-3.0095, -0.0151, 1.1106], [-2.3893, 0.6938, 1.3074], [-0.5633, 1.2030, -2.1014], [0.2665, -0.1284, -2.4799], [-0.0369, 0.4713, -1.7693], [1.6517, 0.3626, -3.8060], [2.0148, -1.1448, -3.9871], [1.9110, -0.4386, -3.3374]]
}

Number 1: HOMO-LUMO gap 0.1568 hartree. Number 2: HOMO-LUMO gap 0.3474 hartree. Number 3: HOMO-LUMO gap 0.3425 hartree. Number 4: HOMO-LUMO gap 0.3339 hartree. Number 5: HOMO-LUMO gap 0.2652 hartree. Number 6: HOMO-LUMO gap 0.3398 hartree. Number 7: HOMO-LUMO gap 0.4392 hartree.